Entry P
Molecular formula: C5H10N2O
Method: DFT, ωB97M-V/def2-TZVPD

Last columns: bonded neighbours and bond lengths (Å).
Cartesian coordinates (Å):
1 H -1.5169 0.4258 -0.9202  C10 1.086
2 C 0.3425 -1.1334 -1.1228  C10 1.722, O13 1.233, N17 1.403
3 H -1.4200 2.3897 1.0151  C18 1.092
4 C 1.7614 -0.4401 0.2016  H7 1.083, H8 1.082, N15 1.355
5 H -0.9065 -1.6197 0.4630  N17 1.010
6 H -0.1065 -2.9215 -0.2792  N17 1.010
7 H 2.2701 -1.2675 0.6807  C4 1.083
8 H 2.3459 0.0929 -0.5360  C4 1.082
9 H -0.2044 2.5549 2.3128  C18 1.096
10 C -0.6438 0.2179 -1.5326  H1 1.086, C2 1.722, H12 1.086, H14 1.090
11 H -1.5397 1.3787 2.4557  C18 1.092
12 H -1.0100 -0.1717 -2.4775  C10 1.086
13 O 1.0077 -1.6223 -2.0388  C2 1.233
14 H -0.0445 1.1015 -1.7500  C10 1.090
15 N 1.0460 0.3540 1.0344  C4 1.355, C16 1.197
16 C -0.0622 0.8003 1.1047  N15 1.197, C18 1.462
17 N -0.4814 -1.9887 -0.3750  C2 1.403, H5 1.010, H6 1.010
18 C -0.8379 1.8491 1.7640  H3 1.092, H9 1.096, H11 1.092, C16 1.462

Kohn-Sham gap (alpha / beta), eV: 7.421 / 7.423
Net charge: 0

---

Entry Q
Molecular formula: C5H10N2O
Method: DFT, ωB97M-V/def2-TZVPD

Last columns: bonded neighbours and bond lengths (Å).
Cartesian coordinates (Å):
1 H -1.5188 -0.7257 2.2350  C11 1.091
2 C 0.2351 -0.9536 0.2329  O3 1.216, C9 1.399, N12 1.630
3 O 1.0174 -1.0161 1.1613  C2 1.216
4 H 0.9992 1.6639 0.7237  C17 1.097
5 H -2.9788 -0.5995 1.2186  C11 1.093
6 N 2.2248 -0.1573 -1.1032  H7 1.015, N12 1.425, H13 1.024
7 H 2.6256 -0.9391 -1.6106  N6 1.015
8 H -0.1584 2.7375 -0.1367  C17 1.089
9 C -1.1597 -0.9156 0.1307  C2 1.399, H10 1.083, C11 1.495
10 H -1.5966 -1.1325 -0.8358  C9 1.083
11 C -2.0170 -1.1047 1.3410  H1 1.091, H5 1.093, C9 1.495, H14 1.097
12 N 0.8160 -0.3602 -1.1694  C2 1.630, N6 1.425, C18 1.382
13 H 2.5185 -0.2681 -0.1287  N6 1.024
14 H -2.2401 -2.1650 1.5130  C11 1.097
15 H -0.8432 0.8662 -1.5503  C18 1.081
16 H 1.4385 2.3483 -0.8262  C17 1.096
17 C 0.5915 1.9568 -0.2518  H4 1.097, H8 1.089, H16 1.096, C18 1.482
18 C 0.0460 0.7647 -0.9434  N12 1.382, H15 1.081, C17 1.482

Kohn-Sham gap (alpha / beta), eV: 8.395 / 8.396
Net charge: 0

---

Entry R
Molecular formula: C5H10N2O
Method: DFT, ωB97M-V/def2-TZVPD

Last columns: bonded neighbours and bond lengths (Å).
Cartesian coordinates (Å):
1 C 1.0833 0.7889 -1.2352  H3 1.090, H4 1.090, C8 1.556, C9 1.488
2 C -0.8013 -0.8031 -0.5176  C9 1.359, H10 1.075, N17 1.377
3 H 1.5661 -0.0911 -1.6591  C1 1.090
4 H 0.9732 1.5628 -1.9948  C1 1.090
5 H -3.0069 1.1662 0.7589  C14 1.081
6 H 0.7314 -2.2632 1.4148  O13 0.961
7 H 1.3455 2.2289 0.3027  C8 1.097
8 C 1.9772 1.4552 -0.1498  C1 1.556, H7 1.097, H11 1.087, H12 1.094
9 C -0.2607 0.4301 -0.7055  C1 1.488, C2 1.359, N18 1.379
10 H -0.4359 -1.8059 -0.6488  C2 1.075
11 H 2.3382 0.7473 0.5920  C8 1.087
12 H 2.7235 2.0576 -0.6765  C8 1.094
13 O 0.1983 -2.5385 2.1660  H6 0.961, H15 0.962
14 C -2.1543 0.7347 0.2529  H5 1.081, N17 1.355, N18 1.298
15 H -0.4977 -3.1071 1.8235  O13 0.962
16 H -2.6310 -1.3398 0.3953  N17 1.003
17 N -2.0158 -0.6045 0.1005  C2 1.377, C14 1.355, H16 1.003
18 N -1.1330 1.3814 -0.2194  C9 1.379, C14 1.298

Kohn-Sham gap, eV: 9.261
Net charge: 0
SMILES: CCc1c[nH]cn1.O

---

Winner for stability: entry R